(1)
C18H15ClN2O4PtS5 as an isolated structure at a distorted geometry. Source: OMol25; level of theory: the ωB97M-V functional and the def2-TZVPD basis.

Geometry as ORCA input:
```
! wB97M-V def2-TZVPD RIJCOSX def2/J DEFGRID3
* xyz -2 1
Pt 0.98381 1.18146 -0.45592
Cl 0.82914 3.86518 0.86252
S 2.94759 -3.00696 5.39539
S 0.36058 -2.79676 3.91316
S 1.49613 -1.32252 0.00816
S 2.78283 -1.67762 2.71201
S -1.31095 -2.43620 1.46515
O -0.36739 -2.99812 -6.00150
O 3.27700 1.76484 -3.89163
O 1.82831 -2.57273 -6.19859
O 2.64486 1.87406 -1.77461
N 0.39889 0.39558 -2.42552
N -1.23849 0.79306 0.53428
C 1.47900 0.37468 -3.21901
C -2.27478 2.85919 1.26079
C 1.59371 2.28255 1.19196
C 2.08421 -2.53344 4.07279
C 2.57113 1.42148 -2.95283
C -2.33604 3.41863 3.59194
C -0.97241 -3.81021 0.31547
C 0.24734 -2.24231 2.24962
C 0.60364 -1.43075 -4.52436
C 1.61544 -0.51864 -4.27069
C -0.58833 -0.46030 -2.69528
C 1.35362 -1.71463 1.65906
C -2.59047 3.74586 2.26961
C 0.70478 -2.45760 -5.70953
C -0.53123 -1.38039 -3.72172
C -1.77256 2.18870 3.89395
C -1.45564 1.29481 2.89219
C -1.67566 1.63392 1.55625
H -1.35415 -2.05211 -3.92085
H -1.12284 -0.18264 0.81001
H -1.47471 -0.39766 -2.06965
H -3.03162 4.69995 2.01593
H -1.76604 0.88678 -0.32649
H 1.25353 2.00527 2.19456
H -1.01358 0.33757 3.12511
H -1.57992 1.93102 4.92611
H 2.50889 -0.50010 -4.87520
H -1.91846 -4.04701 -0.16033
H -0.60041 -4.66669 0.87328
H -2.45517 3.13442 0.23059
H -0.24926 -3.47761 -0.42243
H 2.66934 2.47911 1.20675
H -2.55365 4.11487 4.38953
*
```

Values from the calculation:
Orbital gap (alpha / beta) in eV: 5.66 / 5.66
E_LUMO (alpha / beta) in eV: 3.881 / 3.881
Max |F| in eV/A: 1.8

(2)
C25H30HfN2O3S4 as an isolated structure at a distorted geometry. Source: OMol25; level of theory: the ωB97M-V functional and the def2-TZVPD basis.

Geometry as ORCA input:
```
! wB97M-V def2-TZVPD RIJCOSX def2/J DEFGRID3
* xyz 2 1
Hf -14.60928 -9.33373 -1.09086
S -16.03777 -7.05029 -2.09356
S -14.08000 -7.44179 0.45994
S -13.83976 -11.88638 -1.93069
S -12.67308 -8.86743 -2.43510
O -16.51467 -9.88476 -0.42718
O -13.85554 -10.41823 0.77767
O -18.37983 -10.73514 -1.37297
N -15.53778 -9.71786 -3.30302
N -20.08033 -9.71390 0.21723
C -11.96092 -12.30601 -5.38407
C -14.78324 -10.88179 1.81243
C -13.92769 -3.60926 -2.01037
C -15.72729 -8.78593 -4.26046
C -16.15577 -10.37114 -5.98109
C -12.52872 -12.57946 -4.16982
C -15.70464 -11.01578 -3.69994
C -16.04781 -11.34300 -4.98298
C -13.11343 -3.73790 -0.86781
C -14.07188 -5.89189 -0.38289
C -14.82808 -4.60496 -2.31284
C -17.79012 -10.06609 -0.53100
C -14.98927 -9.79247 2.87191
C -12.50760 -10.62102 1.33008
C -12.41771 -10.20790 -3.57881
C -11.74660 -9.93999 -4.78301
C -11.60371 -10.99427 -5.68997
C -11.37544 -10.28502 0.39078
C -15.65372 -7.31833 -3.84613
C -18.64533 -9.30668 0.49321
C -12.89648 -11.50343 -3.35748
C -14.87455 -5.72832 -1.52472
C -13.20619 -4.84900 -0.04024
C -15.98533 -9.06086 -5.59948
C -15.50682 -12.10526 -2.68951
H -18.42241 -9.61765 1.51480
H -13.82472 -2.75594 -2.64835
H -12.77073 -13.59102 -3.86302
H -16.17809 -8.23726 -6.23732
H -12.43445 -9.94255 2.17654
H -15.56622 -13.06570 -3.20063
H -12.64527 -4.89117 0.89885
H -11.87049 -13.13073 -6.09913
H -16.27524 -12.04664 -1.91608
H -11.43453 -8.92266 -5.00226
H -15.70582 -11.21047 1.33517
H -11.21672 -10.78166 -6.67454
H -12.42653 -2.91508 -0.62923
H -20.37359 -10.37090 0.94278
H -10.48205 -10.18412 1.00625
H -16.30780 -12.37312 -5.19420
H -19.97590 -10.28814 -0.66748
H -14.07402 -9.22570 3.02285
H -14.65885 -6.90149 -3.97068
H -18.48339 -8.21814 0.44648
H -16.30746 -6.73300 -4.47494
H -14.32066 -11.73222 2.29283
H -15.54753 -4.52808 -3.11638
H -11.12314 -11.06073 -0.33451
H -12.54143 -11.64666 1.58636
H -16.43188 -10.65365 -6.99440
H -20.72741 -8.97008 0.10835
H -11.49726 -9.31354 -0.12682
H -15.77201 -9.03046 2.60139
H -15.27704 -10.26777 3.81190
*
```

Values from the calculation:
Orbital gap in eV: 7.64
E_LUMO in eV: -5.384
Max |F| in eV/A: 2.2